No. 1
C6H9N3O2S | ωB97M-V/def2-TZVPD

Output
Orbital gap ... 8.97 eV
Electronic energy ... -25761.327 eV
Total charge ... 0
SMILES ... C#CCN[C@@]1(SC)N[C@H]1[N+](=O)[O-]
Highest occupied orbital energy ... -8.975 eV
ΔE to the lowest compared entry with this formula, charge and spin ... 174.8 kcal/mol
F_max ... 5.2 eV/A

Element x y z (Å)
C: -2.49585 -3.04897 0.23894
C: -1.98202 -1.98894 -0.00534
C: -1.34667 -0.69327 0.06012
N: -0.43287 -0.65845 1.17466
C: 0.76779 0.17917 1.08507
S: 0.49682 1.98149 0.86071
C: 0.69398 2.20304 -0.97470
N: 1.87598 -0.31634 1.81738
C: 1.92912 -0.47928 0.34222
N: 1.93854 -1.88095 -0.21699
O: 2.01478 -1.91042 -1.42149
O: 1.74410 -2.80031 0.53828
H: -2.94044 -3.91242 0.22560
H: -2.12863 -0.03504 0.20532
H: -0.78388 -0.36872 -0.86552
H: -0.91387 -0.88702 2.11166
H: -0.04581 2.93786 -1.25954
H: 0.52197 1.23100 -1.41236
H: 1.66218 2.55946 -1.19014
H: 1.70733 -1.15578 2.31915
H: 2.65270 0.22674 -0.16088



No. 2
C6H9N3O3 | ωB97M-V/def2-TZVPD

Output
Orbital gap ... 9.93 eV
Electronic energy ... -16973.938 eV
Total charge ... 0
Highest occupied orbital energy ... -9.543 eV
ΔE to the lowest compared entry with this formula, charge and spin ... 155.7 kcal/mol
F_max ... 6.0 eV/A

Element x y z (Å)
C: 1.50554 -1.33307 0.22306
C: -2.23273 -0.61535 0.39408
C: -0.84429 -0.44606 0.00057
C: -1.36048 0.46626 1.01827
C: -0.66005 0.03021 -1.46260
C: -1.05522 1.35930 1.86945
N: 0.13981 -1.46796 0.36840
N: 1.91564 -0.38089 -0.68664
N: 2.26928 0.77583 -0.29335
O: 2.31864 1.18204 0.78953
O: 2.30095 -2.10082 0.69626
O: 2.63864 1.52973 -1.38140
H: -3.02558 -0.45527 -0.18238
H: -2.47154 -1.41464 1.11970
H: 0.15645 -0.61185 -1.90693
H: -0.26367 1.11571 -1.56856
H: -1.70898 0.08901 -1.87415
H: 2.32212 1.02406 -2.26079
H: -1.68424 1.75065 2.64927
H: -0.03668 1.85018 1.88934
H: -0.22361 -2.34709 0.59884



No. 3
C6H9N3O4 | ωB97M-V/def2-TZVPD

Output
Orbital gap (alpha / beta) ... 7.24 / 7.24 eV
Electronic energy ... -19022.176 eV
Total charge ... 0
Highest occupied orbital energy (alpha / beta) ... -8.584 / -8.583 eV
ΔE to the lowest compared entry with this formula, charge and spin ... 89.4 kcal/mol
F_max ... 4.2 eV/A

Element x y z (Å)
C: 2.01952 0.93629 0.36011
C: 0.95025 1.24206 -0.48453
C: -2.09445 0.97182 -1.78827
C: 0.67600 -0.85953 0.89056
C: -0.38970 -0.45346 1.88273
C: -0.70865 0.21643 -1.74874
N: 1.92259 -0.31207 0.93039
N: 0.69922 -2.25269 0.62675
N: -0.07305 0.40787 -0.52982
O: -2.57719 1.23331 -2.83575
O: -2.65709 1.34360 -0.63809
O: -0.31563 -2.89609 0.84547
O: 1.78240 -2.73641 0.28127
H: 2.83207 1.48469 0.75025
H: 0.80374 2.02360 -1.27871
H: -1.35994 -0.90232 1.80644
H: -0.79304 0.65990 1.71759
H: -0.21682 -0.53834 2.93848
H: -0.30041 0.55853 -2.75240
H: -1.04685 -0.73847 -1.88369
H: 2.79032 -0.78661 0.90622
H: -1.94329 1.39788 0.00374



No. 4
C6H9N3O4 | ωB97M-V/def2-TZVPD

Output
Orbital gap (alpha / beta) ... 6.31 / 5.83 eV
Electronic energy ... -19019.221 eV
Total charge ... 0
2S+1 ... 3
Highest occupied orbital energy (alpha / beta) ... -6.481 / -9.179 eV
ΔE to the lowest compared entry with this formula, charge and spin ... 53.1 kcal/mol
F_max ... 6.0 eV/A

Element x y z (Å)
C: -2.97633 0.31322 -0.55398
C: -1.69276 0.38258 -0.98032
C: -1.79427 -0.22140 1.10131
C: 1.21322 -0.23470 1.38863
C: 1.13331 -0.83146 -0.91751
C: 0.45116 0.00471 0.11917
N: -3.00651 -0.17907 0.75860
N: -0.92560 0.05296 0.06714
N: 0.71745 1.91147 -0.41287
O: 1.80099 2.30038 -0.65137
O: -0.34492 2.49502 -0.50495
O: 2.48371 0.11759 1.20099
O: 0.56424 -2.11095 -0.89767
H: -3.89652 0.28482 -1.08348
H: -1.21729 0.74454 -1.81447
H: -1.59073 -0.56851 2.12579
H: 1.13517 -1.35879 1.60041
H: 0.76954 0.24405 2.28936
H: 2.19519 -0.87893 -0.65851
H: 1.17854 -0.43782 -2.03172
H: 2.69732 0.88694 0.70969
H: 1.10509 -2.91666 -0.85422